A molecular structure, C38H65N2OP2SbSn, computed with ωB97M-V with the def2-TZVPD basis set.

Each line ends with the Mulliken charge.
Cartesian coordinates (Å):
H -6.8543 -0.6089 -1.8611  0.352
C -4.1661 -1.4545 -4.6235  -0.675
H 0.4694 -4.6813 -2.6648  0.435
H 2.6934 -0.5575 3.1599  0.522
H 1.3032 -3.2941 3.4309  0.348
H 2.7151 -6.2677 2.4690  0.429
H 1.3701 -6.4372 -1.5840  0.339
H 5.4074 0.0432 -1.4620  0.489
C -6.3894 -1.0759 -2.7301  -0.629
C 1.1194 2.5168 3.3632  -1.787
H -5.1997 0.0699 -5.7791  0.382
H 2.3937 5.7554 0.7051  0.584
C 1.0691 -2.4121 0.6727  0.261
C -5.6604 2.1531 -0.8373  -0.836
H 2.6497 -4.3825 3.7201  0.452
H 3.6938 0.3988 -1.6849  0.288
C 2.2156 -3.7033 2.9891  -1.222
H -1.8443 1.8985 2.6878  0.460
C 4.5900 0.6975 -1.1347  -1.757
H -2.4508 4.6859 0.3568  0.538
H -2.5097 4.6769 -2.3851  0.463
H 1.2146 -1.9709 1.6695  -0.016
H -4.2359 -2.5084 -4.8859  0.353
H -5.1859 -2.8768 -2.3848  0.350
C 4.4162 0.5581 0.3811  1.815
H -6.1469 -1.3747 -5.4957  0.331
C 2.3228 4.7444 1.1308  -1.991
C 3.5200 1.9469 3.8480  -1.582
H 3.8924 2.9517 3.6327  0.267
H -0.3612 -3.4382 -1.7094  0.087
H 4.6849 5.1687 -0.0322  0.534
H 3.2038 -1.2578 0.2582  0.253
H 1.4626 3.6506 -1.2416  0.145
H -0.8427 4.2571 -2.8027  0.415
H -2.1635 3.2203 -3.3575  0.397
H -0.7308 4.8881 -0.0253  0.501
H -2.7023 0.3968 3.0808  0.600
C 1.3937 -3.8056 0.5489  0.440
C 2.0758 -6.5084 0.4361  0.530
Sb 2.6140 1.7221 0.8522  0.797
C -4.4252 2.6902 -1.1755  -0.827
H 1.4864 0.0463 4.2982  0.523
H 2.4086 -8.3582 -0.6276  0.383
C -6.1109 -0.0343 -3.8156  -0.387
H 5.6062 0.8802 2.1900  0.282
C -2.1166 -1.5068 0.9866  -1.422
H -7.1001 -1.8098 -3.1132  0.394
H -1.2207 3.7491 1.2350  0.214
C 2.2806 -5.7741 1.6052  -1.123
C -1.8184 3.8483 -2.5349  -1.590
H 4.0597 -1.0635 1.8064  0.379
H -4.6520 -0.3441 1.2043  0.407
O 0.6595 -1.6706 -0.2273  -0.420
C -1.4940 4.1685 0.2660  -1.286
C -3.2530 2.1437 -0.6586  0.854
C 1.5271 -5.8695 -0.6720  -1.189
H -3.2787 -1.0563 -5.1057  0.329
C -2.8994 -0.8041 -2.6426  0.059
H -4.3864 3.5431 -1.8444  0.370
H -1.3198 -1.9476 1.5912  0.295
N -1.9714 -0.2602 -2.2009  -0.301
C 1.8636 0.1438 3.2701  -1.613
H 4.3337 1.2397 3.6940  0.324
H 0.8404 2.3594 4.4138  0.530
H 2.7492 4.7870 2.1358  0.341
H 4.9997 4.0013 1.2543  0.370
H 1.3598 3.5717 3.2441  0.360
H 4.9454 -1.5268 0.3537  0.599
H -7.0411 0.4453 -4.1174  0.415
H 1.7272 -8.5461 0.9909  0.330
C -5.4438 -0.6828 -5.0304  -0.676
H -3.0707 -1.7116 1.4759  0.718
C 2.4327 -7.9679 0.3886  -1.526
H -4.8269 -1.5660 -1.2693  -0.049
H 3.2604 1.9154 4.9143  0.443
C 2.2885 1.5958 3.0176  1.998
H 5.1456 3.5212 -0.4480  0.343
H 5.9353 2.0534 0.9147  0.272
H 4.8516 1.7156 -1.4329  0.305
C 1.9483 -4.4402 1.6892  0.910
C -5.0906 -1.7960 -2.2993  -0.269
H 1.2578 -3.1396 -2.2982  0.229
C -1.8118 0.8126 2.6091  -1.691
C 2.5364 3.8543 -1.2051  -1.690
C -5.7343 1.0667 0.0237  -0.884
N -3.9593 -1.3766 -3.1561  0.000
Sn 0.1611 0.5731 -1.0277  1.002
H 3.0358 3.1606 -1.8852  0.275
H -0.9246 0.4474 3.1244  0.471
H 2.9198 -2.8794 2.8484  0.200
P -1.8057 0.2852 0.8638  1.171
C 0.6011 -3.9160 -1.9005  -1.086
C 1.1807 -4.5312 -0.6493  0.952
C 4.1242 -0.9022 0.7275  -2.082
H -2.0931 -1.9713 -0.0013  0.162
C 3.0791 3.7737 0.2286  2.014
H -6.6976 0.6558 0.3004  0.522
C -4.5726 0.5069 0.5359  -0.716
H 1.2669 4.4915 1.2181  0.214
H 3.4255 -8.1385 0.8066  0.380
P -1.6169 2.8661 -1.0186  1.251
H 1.0647 -0.1705 2.5912  -0.538
H -5.4654 0.7524 -3.4131  -0.004
C 4.5646 4.1167 0.2584  -1.965
C 5.6768 1.0157 1.1116  -1.498
H -6.5660 2.5898 -1.2401  0.464
C -3.3293 1.0274 0.1946  0.150
H 2.6916 4.8687 -1.5966  0.503
H 6.5160 0.3995 0.7624  0.482
H 0.2381 2.2943 2.7514  -0.018

Results
charge = +2
E_LUMO = -4.935 eV
E_tot = -2808.491748 Eh
HOMO energy = -12.6 eV
orbital gap = 7.6 eV

***

14 unconnected molecules or ions with the total composition C38H66BCl40NO2 at a distorted geometry, computed with ωB97M-V with the def2-TZVPD basis set.

Each line ends with the Mulliken charge.
Cartesian coordinates (Å):
H 5.3023 3.5358 -2.0178  0.039
H 3.3108 -1.0142 2.0557  -0.214
H 4.3148 -0.4355 -3.1332  -0.147
H 3.6335 3.9710 1.9263  0.325
O -8.6724 2.9710 -1.0891  -0.835
Cl -7.3655 2.1080 -5.2660  -0.099
H -9.3446 2.7716 -6.3285  0.363
N -3.3642 -0.3031 -0.3639  0.039
Cl 7.0451 -7.4057 2.3248  -0.097
H 2.5412 2.4627 -1.4432  0.550
C 3.4540 2.9293 -1.0860  -0.145
H 5.6356 3.0603 0.4108  0.050
Cl -10.6994 -1.7289 1.5122  -0.104
H -1.6022 -0.9457 -1.3028  0.515
C 5.6188 -7.2741 3.3574  -0.140
H 5.2583 -2.2315 1.1579  0.308
Cl -8.1015 4.7483 -6.2175  -0.105
Cl -5.7457 1.9766 5.1856  -0.099
H 6.8568 -2.9644 -0.3601  0.509
H 1.6932 -0.0816 0.7493  0.062
Cl 6.1990 -6.7670 -1.6140  -0.157
C 5.4682 -2.4130 -1.8723  0.279
H 0.8650 -0.0821 2.2765  0.527
H 5.0668 -3.9599 1.1720  -0.221
H 3.0724 -3.5934 -0.4527  0.436
C -6.2641 -2.2980 3.7638  -0.270
C 5.6394 1.2717 -3.0189  -0.760
C 0.0759 -1.4765 0.8924  -0.625
C 4.4399 -6.6809 -1.6622  -0.041
H -11.0971 -0.4429 -0.3987  0.066
H 2.7798 4.9550 -0.7555  0.420
Cl -0.7884 2.6009 3.3999  -0.091
Cl 7.2381 1.7001 3.4626  -0.119
C -6.9692 2.4787 4.0183  -0.095
H 5.8850 -4.3051 -0.9525  -0.639
H -0.2335 -2.3187 1.5020  0.371
H 5.8552 -0.7298 -3.8621  0.232
H -7.7577 4.3494 0.8782  0.265
Cl -3.0862 0.9224 2.8335  0.028
C 3.4544 -2.8790 0.2696  0.233
H 4.0616 -7.6364 -2.0019  0.270
Cl -1.7825 0.7597 5.4175  -0.141
H -8.9446 3.0410 -2.0112  -0.023
Cl 2.6782 5.8826 8.2301  -0.125
Cl 5.4778 6.6088 7.9730  -0.124
Cl -8.3656 8.9870 -2.8508  -0.127
H 4.4142 -2.4839 -2.1111  -0.502
Cl -2.0528 -5.1323 -2.5752  -0.110
C 2.8863 -2.5792 -5.3157  -0.201
Cl 4.7206 3.8197 8.2489  -0.129
H 3.4752 1.4836 -3.1041  0.450
Cl -11.3577 -2.6381 -1.1650  -0.131
C -11.5440 -1.3383 0.0136  0.298
H 6.7662 -11.7089 -1.2146  0.398
H -3.6253 -0.1802 -1.3322  0.291
Cl 2.2097 -2.3574 -3.7010  -0.033
H 6.7214 5.8097 0.5945  0.464
H -7.4683 7.8317 -4.6752  0.273
C -6.9159 4.7893 0.3643  -0.992
C 5.8592 -3.2554 -0.6729  -0.343
H -4.0868 -4.6977 -3.6436  0.410
C -1.0926 -0.5015 0.7068  0.153
H -2.8804 2.5911 4.4551  0.357
H 5.9245 4.0881 1.7692  0.138
C -8.6990 3.2173 -5.5847  -0.038
H 6.9059 -0.7962 -1.6044  0.309
H 5.3103 -0.4721 -0.9195  0.249
H -6.5499 -1.3394 -0.0360  0.175
Cl -9.6460 3.4794 -4.1174  -0.106
H 3.3316 -3.4356 2.3292  -0.075
C -6.3055 3.8118 -0.6778  -0.487
H 2.4747 -3.4838 -5.7421  0.445
C -7.2199 7.8920 -3.6244  -0.035
H 6.0571 1.6119 5.4814  0.387
H -0.6870 0.4414 0.3431  0.361
C 2.6798 -2.9540 1.6048  -0.363
H 2.2135 -1.6613 3.2275  0.728
C 6.2072 5.1055 -0.0448  -1.632
Cl 4.8225 -5.7192 3.1282  -0.051
H -5.4215 3.3488 -0.2463  0.239
H 3.3170 -1.8673 -0.1038  0.062
Cl -6.5018 1.9854 2.3922  0.039
C 4.2531 5.3938 7.6048  0.344
H -6.0311 4.3723 -1.5667  0.595
Cl 3.7919 -6.3575 -0.0541  -0.051
Cl -8.3147 0.1397 -1.7381  -0.227
H -4.5326 -0.5926 1.3278  -0.577
Cl 3.9084 -5.4290 -2.7861  -0.034
Cl -3.0333 -2.6089 -3.6173  -0.117
O -6.1911 0.6948 -0.2439  0.572
H 0.3449 -1.8915 -0.0791  0.293
H -7.9000 1.9882 4.2695  0.296
C -6.8465 1.1747 -1.3681  0.047
Cl -4.4370 -3.9538 -1.4556  -0.043
H 3.9475 2.1682 -0.4913  -0.199
C 6.5436 -10.6513 -1.2389  -0.124
C 4.3588 2.0988 -3.2388  -1.067
C -2.2225 1.8211 4.0745  -0.230
H -4.4173 -2.0580 0.2935  -0.241
C -2.0809 -1.0309 -0.3345  -0.950
H 6.9847 4.6192 -0.6213  0.323
H -6.1568 5.0674 1.0851  0.279
H 6.0016 -2.7784 -2.7457  0.502
H -5.6555 -0.8770 -1.4623  0.660
Cl 5.2179 3.5371 4.4478  -0.110
Cl 5.1157 -10.4151 -2.2555  -0.122
Cl 4.6293 -2.8030 -5.2098  -0.095
Cl -5.3439 -3.4603 2.8013  -0.126
H 3.9525 5.4747 1.1596  0.291
H 1.8190 -3.6047 1.5125  0.469
H 4.3426 2.4236 -4.2732  0.460
C -3.4819 -4.1686 -2.9203  -0.112
H 6.0938 1.5192 -2.0640  0.423
Cl -13.2513 -1.0134 0.3217  -0.137
H -6.1978 1.1629 -2.2423  0.410
Cl 7.9411 -9.8188 -1.9215  -0.114
H -1.5545 -0.3106 1.6699  -0.494
H -2.2159 -2.1011 -0.1592  0.305
H 5.5559 5.6533 -0.7154  0.351
C 5.8397 -0.9381 -1.7512  -0.804
C 3.0319 4.0814 -0.1678  -1.083
C 5.4559 4.0588 0.7867  0.483
B -7.3305 2.6821 -1.0323  0.432
C 2.3782 -1.5647 2.1591  -0.848
C 5.7962 1.8679 4.4637  -0.099
H -6.8726 -2.8510 4.4659  0.454
Cl -5.1879 -1.2363 4.6652  -0.043
C 5.3747 -0.2378 -3.0262  0.015
Cl -7.3148 -1.3342 2.7272  -0.038
Cl 4.5290 0.7675 3.9210  -0.051
H 2.0928 3.7742 0.2824  0.369
Cl 4.4902 -8.5959 3.0442  -0.121
C 3.9891 4.3993 0.9991  -0.746
Cl -7.3436 6.2720 -2.9382  -0.013
C -5.7822 -0.6663 -0.4016  -1.500
H 4.1773 5.3059 6.5298  0.020
H 5.9409 -7.3439 4.3869  0.375
C -4.4883 -0.9769 0.3143  1.011
H 6.3142 1.5577 -3.8150  0.447
C 4.9467 -3.0770 0.5504  -0.273
H 3.8543 4.1628 -2.8254  0.409
C 1.2554 -0.7338 1.5002  -0.632
Cl 6.2296 -10.1151 0.4106  -0.035
Cl -5.5727 8.5071 -3.4832  -0.129
H -7.2276 5.7013 -0.1273  0.179
Cl -7.2266 4.2242 4.0991  -0.145
C 4.2802 3.3176 -2.2984  -0.288
Cl 2.4538 -1.2236 -6.3596  -0.132

Results
E_LUMO = 0.155 eV
E_tot = -20125.218389 Eh
HOMO energy = -8.7 eV
orbital gap = 8.9 eV

***

A molecular structure, C38H66O7S7 at a distorted geometry, computed with ωB97M-V with the def2-TZVPD basis set.

Each line ends with the Mulliken charge.
Cartesian coordinates (Å):
C -13.1142 -18.8873 -11.0215  0.804
C -17.4471 -21.1604 -17.6464  -0.502
C -17.9948 -16.4149 -15.4008  0.684
H -15.3713 -18.9313 -15.7030  -0.100
H -13.6533 -15.8198 -7.7421  0.408
C -20.3460 -17.7986 -17.8068  -1.138
H -14.7797 -21.9861 -17.4258  0.470
C -14.8304 -20.3731 -14.3611  0.297
H -21.2567 -19.7364 -12.7425  -0.027
H -19.1313 -20.7459 -13.7035  -1.585
O -15.7624 -21.5995 -12.8729  -1.359
H -17.7239 -20.6844 -10.8636  -0.987
H -15.2832 -15.1500 -17.6923  0.422
S -20.6734 -22.1380 -12.9970  0.055
C -15.0072 -17.4472 -8.5330  -1.169
C -13.8531 -21.1850 -11.1773  -0.689
H -18.8146 -16.8263 -14.8306  0.513
C -20.3334 -17.9679 -13.1983  0.844
H -14.1511 -21.9621 -13.1425  1.249
H -23.6742 -17.2506 -14.7523  0.472
C -13.7373 -16.6200 -10.9597  -0.291
H -19.4807 -15.6885 -16.7372  1.457
C -15.4056 -17.8470 -9.7736  0.355
C -14.8376 -20.9577 -17.0693  -0.981
H -18.6863 -22.1155 -10.7634  0.799
H -19.6559 -21.4915 -15.1947  0.741
C -13.4085 -18.6482 -14.9205  -2.340
H -19.2170 -15.9578 -11.0344  0.656
H -18.5411 -19.9259 -14.4596  -1.689
H -17.7941 -18.7605 -16.5959  0.576
C -13.8583 -21.0417 -13.6256  -2.381
C -12.6838 -20.3978 -13.3729  0.062
H -12.4539 -15.4269 -9.7041  0.357
H -16.2931 -18.4068 -10.0295  0.492
C -14.0337 -16.4299 -8.5479  -0.726
H -18.5211 -22.3762 -14.2516  -1.076
C -18.5397 -19.4934 -16.2873  -0.665
H -15.5299 -17.7126 -7.6259  0.446
H -17.8292 -23.2312 -13.7399  0.728
H -16.5721 -17.2035 -14.0476  -1.797
C -19.3745 -21.7038 -14.1633  1.145
H -18.5456 -17.0836 -12.1242  1.171
H -19.3213 -19.3649 -11.4857  -0.390
O -18.1216 -17.3721 -8.5909  -0.958
H -13.0569 -17.7787 -15.4560  0.711
H -14.6778 -21.8662 -11.3265  0.498
H -18.4032 -20.7735 -17.9988  0.063
H -22.5914 -20.9228 -12.6852  0.569
H -18.6314 -21.3094 -12.3046  0.097
C -18.0275 -21.5627 -11.4332  0.152
H -17.6964 -21.3999 -16.6127  -0.182
H -20.2151 -18.6928 -14.0037  -1.725
S -20.1453 -18.6202 -16.1505  0.673
S -16.1779 -19.8631 -17.6562  -0.100
H -20.8712 -18.5007 -12.4140  1.876
H -14.6413 -16.3153 -15.7631  0.491
H -15.1946 -19.6135 -11.0715  0.010
S -16.4857 -22.5373 -11.8761  -0.115
C -17.4735 -19.9057 -14.2410  1.064
H -22.2935 -18.3736 -15.2003  0.361
C -14.5612 -19.2846 -15.0823  0.910
H -14.9584 -19.2791 -12.2444  1.590
H -17.4473 -15.9604 -11.4121  0.409
C -21.6649 -20.6440 -13.1871  -1.136
H -16.8500 -19.8462 -15.1332  1.171
C -18.3261 -16.5660 -11.1904  -1.347
H -10.9927 -18.6046 -11.3415  0.429
H -15.7386 -20.9492 -14.4598  1.577
H -21.8948 -20.5458 -14.2481  0.345
O -21.2274 -19.6838 -16.0040  -0.921
H -16.0753 -18.2751 -11.3025  -0.172
H -16.4950 -19.8801 -11.6389  -0.482
H -14.9470 -17.7990 -11.9607  0.565
S -21.4886 -16.6361 -13.7755  -0.030
C -16.0066 -19.0195 -12.0958  -2.140
O -20.8341 -16.0336 -15.0952  -0.428
C -14.1449 -19.8572 -11.1429  1.382
C -13.3781 -15.9839 -9.7482  -0.749
H -21.4163 -17.6140 -17.8990  0.494
H -19.8195 -16.8445 -17.7840  0.230
C -16.0326 -15.5677 -17.0363  -1.207
H -13.9822 -20.4628 -17.5291  0.383
S -17.0001 -18.3133 -13.4815  2.773
H -17.0590 -21.9801 -18.2511  0.627
H -20.0824 -18.3185 -18.7278  0.319
H -18.2618 -19.9982 -15.3621  -1.021
C -11.8149 -19.3046 -11.3203  -1.252
H -18.7715 -20.0584 -10.0527  0.876
H -14.7853 -21.0379 -15.9835  0.268
O -16.5742 -18.9101 -16.4947  -0.414
O -20.0129 -21.9841 -11.6306  -0.430
H -17.5823 -14.8790 -18.3479  0.455
H -19.3750 -17.5836 -12.8493  -1.278
H -16.6316 -24.5098 -13.5563  0.359
S -17.8463 -17.8340 -10.0160  1.475
H -23.1108 -18.5566 -13.7174  0.287
C -17.2021 -23.7535 -13.0173  -1.062
H -17.8783 -24.2563 -12.3259  0.501
H -11.5080 -18.7728 -13.9917  0.480
C -16.7099 -16.6982 -14.9921  0.380
C -12.5096 -19.1743 -14.0382  -1.096
O -18.2514 -17.7310 -12.8538  -0.619
C -11.5169 -20.6715 -11.4204  -0.507
C -15.7150 -16.2610 -15.8667  -0.074
C -18.4154 -15.8316 -16.6323  -1.511
C -22.7869 -17.7909 -14.4224  -0.823
H -18.5963 -20.1711 -17.1391  1.210
C -14.7334 -17.4622 -10.9570  0.935
H -12.3956 -22.6621 -11.5275  0.344
H -19.8820 -18.9274 -9.6913  0.633
H -10.5224 -21.0770 -11.5339  0.469
C -19.1169 -19.1029 -10.4476  -0.920
C -12.5812 -21.6280 -11.2773  -0.680
H -17.0769 -20.7760 -13.7182  0.385
H -11.7728 -20.7423 -12.9062  0.769
C -17.3423 -15.4192 -17.4440  -1.184
H -13.2394 -16.4127 -11.8954  0.393
H -13.1711 -17.8355 -10.7830  -0.735

Results
E_LUMO = -0.131 eV
E_tot = -4799.399854 Eh
HOMO energy = -7.5 eV
orbital gap = 7.4 eV

***

Which of these has the highest E_tot?
C38H65N2OP2SbSn

***

Which value of HOMO energy does entry 3 give?
-7.5 eV